DFT (ωB97M-V/def2-TZVPD) results for a molecular structure, C23H44BiNP3S at a distorted geometry.

Last column: Löwdin charge in e.
Geometry (Å):
Bi -0.003 0.022 -0.200  0.99
S 1.793 -1.929 -1.907  0.66
P 2.542 1.238 0.219  0.63
P -2.684 -0.692 -0.302  0.60
P -0.795 2.050 1.814  0.71
N 0.439 -2.091 2.713  0.22
C 0.418 -1.512 3.960  -0.25
C 2.574 2.989 -0.282  -0.26
C 0.281 0.117 -4.948  -0.05
C 1.013 -1.529 -3.355  -0.76
C -3.678 -1.080 1.166  -0.24
C 1.517 -3.301 -6.164  -0.06
C 0.363 2.620 3.109  -0.25
C -2.219 1.771 2.928  -0.26
C -0.723 -0.775 -5.411  -0.05
C -0.894 -2.038 -4.816  -0.10
C -0.823 -1.325 4.611  0.01
C 3.801 0.511 -0.875  -0.30
C -3.602 0.586 -1.214  -0.26
C 0.262 0.032 6.302  0.03
C 1.569 -0.908 4.490  0.01
C -0.909 -0.555 5.777  -0.01
C 1.208 -0.277 -3.992  -0.13
C 1.138 -2.206 -6.832  -0.09
C 3.405 1.215 1.827  -0.25
C -1.274 3.682 1.123  -0.25
C 1.504 -0.139 5.650  0.00
C -2.740 -2.159 -1.370  -0.25
C -0.017 -2.428 -3.807  -0.15
H -0.103 0.143 -2.041  -0.07
H 1.299 2.953 2.651  0.02
H 2.171 3.605 0.533  0.04
H -1.750 -1.714 4.152  0.13
H 0.746 -4.029 -5.934  0.06
H -2.467 2.660 3.526  0.08
H 0.160 -2.214 -7.365  0.09
H -3.751 -2.172 1.258  0.06
H -0.049 3.447 3.705  0.08
H 2.547 -3.692 -6.184  0.08
H 2.504 -0.968 3.939  0.12
H 0.191 0.661 7.195  0.14
H 3.409 0.447 -1.898  0.01
H -2.135 -2.949 -0.899  0.06
H 4.014 -0.505 -0.520  0.04
H -1.329 -0.558 -6.292  0.13
H 3.615 3.269 -0.496  0.07
H -2.324 -1.934 -2.363  0.03
H 3.746 0.187 2.013  0.05
H -0.045 -3.428 -3.368  0.12
H -1.543 4.393 1.927  0.08
H 2.388 0.362 6.050  0.14
H 1.965 3.131 -1.186  0.05
H -1.986 0.942 3.609  0.02
H 0.338 1.127 -5.358  0.13
H 2.734 1.519 2.640  0.01
H -1.661 -2.746 -5.199  0.14
H 1.324 -2.343 2.310  0.13
H 4.718 1.118 -0.860  0.07
H 1.795 -1.411 -7.179  0.07
H -3.780 -2.505 -1.468  0.08
H 2.028 0.381 -3.641  0.11
H -3.093 1.487 2.333  0.03
H -2.959 0.993 -2.009  0.05
H -3.182 -0.666 2.055  0.00
H -1.882 -0.379 6.268  0.14
H 0.588 1.781 3.781  0.02
H -4.505 0.138 -1.656  0.07
H -2.130 3.529 0.454  0.05
H -0.336 -2.666 2.421  0.13
H -4.687 -0.646 1.074  0.08
H -0.438 4.082 0.534  0.05
H 4.274 1.889 1.795  0.08
H -3.885 1.390 -0.518  0.05

As for the gap between HOMO and LUMO (spin up / spin down): 0.180 / 0.125 hartree. The net charge is +3. Its calculated total energy is -70566.9288 eV. As for the energy relative to the best compared isomer or geometry (same formula, charge and spin): 0.365 eV. The calculation puts the highest occupied orbital energy (spin up / spin down) at -15.27 / -15.29 eV.